Model w:
C3H11NO2 | wB97M-V/def2-TZVPD

For the lowest unoccupied orbital energy (alpha / beta), the calculation gives -3.8 / -8.9 eV. As for the total charge: +1. Its multiplicity is 2.

Last column: Löwdin spin population.
Positions of all 17 atoms, in Å:
C: 0.10884 0.95633 -0.42967  0.085
N: -0.60999 -0.04597 0.33029  0.675
C: -1.55729 -0.88294 -0.42036  0.023
O: -2.46783 -0.09246 -1.12591  0.094
C: 1.49840 0.48900 -0.88992  0.055
H: 0.24198 1.82467 0.21604  0.002
H: -0.45200 1.27321 -1.28365  0.028
H: -0.95351 0.31935 1.22847  0.016
H: -2.05063 -1.60369 0.21380  0.000
H: -1.01606 -1.41602 -1.19825  0.006
H: -3.07070 0.38171 -0.53496  0.000
H: 1.95369 1.23129 -1.54745  0.003
H: 1.47780 -0.43206 -1.47503  0.000
H: 2.16947 0.27688 -0.06467  0.000
H: 1.08032 -0.84903 2.93150  0.000
H: 1.70950 -0.68464 1.55437  0.002
O: 1.93801 -0.74565 2.49539  0.011


Model x:
C3H11NO2 | wB97M-V/def2-TZVPD

For the lowest unoccupied orbital energy (alpha / beta), the calculation gives -6.9 / -9.4 eV. As for the total charge: +1. Its multiplicity is 2.

Last column: Löwdin spin population.
Positions of all 17 atoms, in Å:
C: 0.48483 0.29627 -1.08828  0.080
C: 1.85725 -0.23113 -0.48969  0.590
C: 2.18446 0.13649 0.84649  0.260
N: 1.24600 -0.98453 1.80218  0.882
H: -0.45804 -0.27275 -0.71874  0.022
H: 0.12463 1.36846 -1.02072  0.029
H: 0.58652 0.04511 -2.18376  -0.001
H: 2.63348 -0.20171 -1.27709  0.023
H: 1.62633 1.04255 1.42503  0.048
H: 1.34136 -1.47013 0.68188  0.027
H: 0.19493 -0.74597 1.58048  0.031
H: -3.75547 0.91189 -1.56600  0.002
H: -2.80700 0.19912 -0.38469  -0.020
O: -2.75170 0.76585 -1.26914  -0.252
H: -3.12897 -0.71994 1.33972  -0.010
H: 3.12894 -0.01138 1.45784  0.003
O: -2.50756 -0.12820 0.86448  -0.713


Name the most stable of them. model w.


Model w:
C23H17ClN4O6Ta | wB97M-V/def2-TZVPD

For the lowest unoccupied orbital energy, the calculation gives 1.7 eV. As for the total charge: -1.

Last column: natural (NBO) charge in e.
Positions of all 52 atoms, in Å:
Ta: -0.02111 -0.01803 -0.03213  2.110
O: 5.06597 -2.08819 -0.76068  -0.696
C: 4.88210 -1.21194 -1.76562  0.337
C: 5.87817 -1.15793 -2.74141  -0.277
C: 5.76074 -0.29383 -3.81233  -0.188
C: 4.64539 0.52854 -3.92611  -0.276
C: 3.66294 0.48025 -2.95664  -0.151
C: 3.75456 -0.37160 -1.86141  -0.148
C: 2.67336 -0.35823 -0.84110  0.612
O: 1.85934 0.66400 -0.91875  -0.753
N: 2.67809 -1.33865 0.02858  -0.455
N: 1.67019 -1.18086 0.95488  -0.227
C: 1.95771 -1.53576 2.13798  0.064
C: 0.86193 -1.14735 3.06438  0.181
C: 0.77571 -1.43777 4.40779  -0.251
C: -0.29263 -0.89928 5.11443  -0.144
C: -1.19036 -0.09556 4.44948  -0.254
C: -1.01102 0.14001 3.09150  0.120
N: -0.01396 -0.38239 2.39044  -0.447
H: 4.23825 -2.04782 -0.21085  0.508
H: 6.73743 -1.80756 -2.64020  0.212
H: 6.53969 -0.26046 -4.56461  0.201
H: 4.54286 1.20744 -4.76256  0.204
H: 2.79554 1.12077 -3.03695  0.232
H: 2.88130 -2.01852 2.42602  0.201
H: 1.52692 -2.05273 4.88299  0.220
H: -0.40765 -1.09554 6.17304  0.212
H: -2.02667 0.35671 4.96286  0.222
H: -1.67924 0.76831 2.54774  0.251
Cl: -4.08448 3.82958 -5.49151  -0.044
C: -3.26255 3.11141 -4.12052  -0.098
C: -3.46568 3.64466 -2.83719  -0.207
C: -2.83744 3.10638 -1.74657  -0.219
C: -1.96429 1.99564 -1.88210  0.430
O: -1.36800 1.48628 -0.86459  -0.717
C: -1.78667 1.48974 -3.18952  -0.286
C: -0.89906 0.37250 -3.29222  0.447
O: -0.34906 -0.10842 -2.31236  -0.539
C: -2.43116 2.04228 -4.30324  -0.164
H: -4.12546 4.49218 -2.70481  0.219
H: -2.99531 3.52199 -0.76001  0.232
H: -0.72286 -0.06463 -4.28979  0.128
H: -2.26996 1.62655 -5.29094  0.217
C: -3.33570 -0.32756 0.76120  -0.732
C: -1.98880 -1.06143 0.57853  0.213
O: -1.98805 -2.26793 0.76221  -0.600
H: -4.11561 -1.03879 1.04300  0.200
H: -3.60755 0.15611 -0.17890  0.223
H: -3.27294 0.44911 1.52041  0.211
O: 0.45387 -1.52913 -0.86545  -0.823
N: -0.95876 2.90070 1.75582  -0.565
C: -0.65128 1.91620 1.20751  -0.145


Model x:
C23H17ClN4O6Ta | wB97M-V/def2-TZVPD

For the lowest unoccupied orbital energy, the calculation gives 1.8 eV. As for the total charge: -1.

Last column: natural (NBO) charge in e.
Positions of all 52 atoms, in Å:
Ta: 0.14384 -0.00328 -0.10279  2.144
O: -4.35257 -2.05747 -2.89288  -0.707
C: -4.00648 -3.01425 -2.01340  0.437
C: -4.66035 -4.24391 -2.10523  -0.312
C: -4.33696 -5.27321 -1.24287  -0.176
C: -3.35819 -5.10359 -0.26714  -0.275
C: -2.71814 -3.88371 -0.16395  -0.128
C: -3.02942 -2.82846 -1.02070  -0.242
C: -2.31322 -1.54702 -0.84655  0.633
O: -1.56351 -1.37630 0.16953  -0.738
N: -2.50637 -0.60547 -1.75822  -0.477
N: -1.78944 0.49589 -1.39457  -0.225
C: -2.17208 1.65094 -1.74955  0.065
C: -1.40939 2.78876 -1.25913  0.170
C: -1.74813 4.09327 -1.60423  -0.234
C: -1.08423 5.13309 -0.98111  -0.153
C: -0.13512 4.83791 -0.01392  -0.256
C: 0.14470 3.51199 0.26570  0.113
N: -0.45192 2.50686 -0.37457  -0.412
H: -3.75967 -1.28081 -2.72484  0.507
H: -5.41371 -4.36279 -2.87297  0.214
H: -4.85181 -6.22222 -1.33440  0.203
H: -3.10408 -5.91401 0.40287  0.207
H: -1.95774 -3.70582 0.58501  0.236
H: -3.03952 1.79214 -2.38963  0.188
H: -2.53059 4.27218 -2.32937  0.216
H: -1.32215 6.16032 -1.22611  0.213
H: 0.38246 5.61746 0.52653  0.222
H: 0.84649 3.23211 1.03733  0.234
Cl: 4.83263 -4.32116 4.45294  -0.038
C: 3.80567 -3.23093 3.55647  -0.106
C: 3.62992 -1.92012 4.01564  -0.202
C: 2.82637 -1.04343 3.33034  -0.225
C: 2.15776 -1.43749 2.14437  0.423
O: 1.39463 -0.59664 1.54039  -0.739
C: 2.35529 -2.76687 1.70540  -0.284
C: 1.70362 -3.20823 0.49189  0.445
O: 1.01987 -2.49781 -0.21982  -0.528
C: 3.17471 -3.65139 2.41556  -0.161
H: 4.13231 -1.61143 4.92333  0.220
H: 2.66133 -0.03137 3.67637  0.229
H: 1.88298 -4.25941 0.19410  0.114
H: 3.30689 -4.66440 2.05297  0.216
C: 3.09451 1.53791 0.59505  -0.737
C: 2.07566 1.24707 -0.50204  0.234
O: 2.31076 1.67623 -1.61758  -0.609
H: 3.89894 2.17116 0.21232  0.200
H: 3.50628 0.59898 0.97022  0.225
H: 2.60315 2.00088 1.45576  0.217
O: 0.46827 -0.47065 -1.71952  -0.827
N: -0.74568 1.75194 3.07078  -0.587
C: -0.46902 1.20408 2.08636  -0.147


Name the most stable of them. model x.


Model w:
C18H25N3O2 | wB97M-V/def2-TZVPD

For the lowest unoccupied orbital energy, the calculation gives -0.1 eV. As for the total charge: 0.

Last column: natural (NBO) charge in e.
Positions of all 48 atoms, in Å:
C: -0.68011 -2.16132 0.23664  -0.609
C: -2.15239 -2.35617 0.94551  -0.384
C: -2.00932 -2.86446 2.42807  -0.445
C: -1.37595 -1.69156 3.23030  -0.379
C: -2.28821 -0.34961 3.11404  -0.127
C: -1.52052 0.94394 3.80894  -0.399
C: -1.57789 0.96366 2.33705  -0.347
C: -2.78031 1.43054 1.60383  0.665
O: -3.80002 1.71850 2.12232  -0.603
N: -2.60050 1.93900 0.38185  -0.612
C: -1.35383 1.70572 -0.49904  0.634
N: -0.27835 1.20620 -0.28287  -0.515
C: 0.45176 1.38551 -1.16483  0.289
C: 0.48162 1.75955 -2.30095  -0.263
C: -0.92376 2.26685 -2.71131  0.152
N: -1.70382 2.45958 -1.70527  -0.476
H: -1.16855 2.87911 -3.57856  0.218
C: 1.51445 1.89253 -3.38587  0.645
O: 1.23023 2.02256 -4.46181  -0.494
C: 2.93785 1.34775 -2.86144  -0.516
H: 3.37415 0.94206 -3.87993  0.230
C: 2.95890 0.24393 -1.83317  -0.057
C: 4.25476 -0.22459 -1.34647  -0.611
H: 4.84168 0.76854 -0.92681  0.233
H: 4.69380 -0.82232 -2.34568  0.218
H: 4.07059 -0.97482 -0.57209  0.222
C: 1.94845 -0.88138 -2.47871  -0.592
H: 2.66034 -1.55418 -3.25114  0.195
H: 2.09526 -1.71028 -1.69933  0.209
H: 1.04382 -0.73021 -2.70901  0.185
C: 1.97459 0.62513 -0.65758  -0.392
H: 1.72712 -0.08086 -0.02202  0.191
H: 2.52922 1.52046 -0.13118  0.184
H: 3.27398 2.27884 -2.56257  0.215
H: -3.37171 2.44166 -0.06708  0.440
H: -0.64963 0.49084 1.85809  0.269
H: -2.32850 1.39170 4.26647  0.228
H: -0.37504 0.94711 4.41478  0.233
H: -3.11702 -0.55382 3.32453  0.150
H: -0.08539 -1.52464 2.90290  0.182
H: -1.27675 -1.95692 4.36819  0.212
H: -1.10273 -3.56437 2.42532  0.229
H: -2.89582 -2.89143 2.60660  0.196
H: -2.62153 -1.24873 0.70186  0.204
H: -2.57998 -3.15840 0.19819  0.206
H: -0.96949 -1.97550 -0.81574  0.197
H: -0.21268 -3.02520 0.30812  0.190
H: -0.26278 -1.27048 0.66686  0.199


Model x:
C18H25N3O2 | wB97M-V/def2-TZVPD

For the lowest unoccupied orbital energy, the calculation gives 0.2 eV. As for the total charge: 0. As for the structure (SMILES): CCCCN(C)CCNC(=O)C(=O)c1c(C)[nH]c2ccccc12.

Last column: natural (NBO) charge in e.
Positions of all 48 atoms, in Å:
C: -6.45584 -1.17375 -1.71666  -0.614
C: -6.25732 -1.90779 -0.39665  -0.391
C: -6.14947 -0.96404 0.80174  -0.399
C: -4.79736 -0.25151 0.90823  -0.217
N: -4.56709 0.70265 -0.16422  -0.456
C: -5.25406 1.95763 0.04534  -0.413
C: -3.17971 0.85326 -0.53276  -0.204
C: -2.24929 1.43546 0.55716  -0.256
N: -0.88170 1.44220 0.11583  -0.586
C: 0.04516 0.56877 0.53966  0.583
O: -0.15271 -0.29296 1.37800  -0.631
C: 1.40298 0.85646 -0.11375  0.480
O: 1.56755 1.96702 -0.60509  -0.562
C: 2.43769 -0.14512 -0.06535  -0.285
C: 2.35667 -1.52980 0.02419  0.306
C: 1.19194 -2.44882 0.00998  -0.671
N: 3.61297 -2.04192 0.03138  -0.505
C: 4.54609 -1.03765 -0.04793  0.100
C: 5.93094 -1.09149 -0.05626  -0.228
C: 6.60928 0.10694 -0.15614  -0.218
C: 5.92567 1.32049 -0.23990  -0.225
C: 4.54735 1.37560 -0.22684  -0.211
C: 3.84272 0.18020 -0.13421  0.020
H: -5.63780 -0.48073 -1.88517  0.228
H: -6.49937 -1.88235 -2.54107  0.202
H: -7.38700 -0.61140 -1.70053  0.195
H: -5.35392 -2.51902 -0.45198  0.190
H: -7.10162 -2.58318 -0.23463  0.198
H: -6.95667 -0.23204 0.75853  0.194
H: -6.27965 -1.54312 1.71926  0.206
H: -4.00995 -1.00736 0.86634  0.198
H: -4.73928 0.23972 1.89474  0.169
H: -5.03878 2.62859 -0.78471  0.201
H: -4.97393 2.45481 0.98635  0.164
H: -6.32718 1.77609 0.06511  0.201
H: -2.79727 -0.13231 -0.81496  0.197
H: -3.13484 1.49728 -1.41700  0.190
H: -2.55459 2.45392 0.81090  0.196
H: -2.29113 0.80867 1.45151  0.227
H: -0.56698 2.14486 -0.54134  0.422
H: 0.59560 -2.28981 -0.88779  0.233
H: 0.55122 -2.25425 0.86701  0.280
H: 1.52446 -3.48462 0.03239  0.209
H: 3.82605 -3.02567 0.07622  0.414
H: 6.45628 -2.03255 0.01419  0.211
H: 7.68905 0.10662 -0.16828  0.212
H: 6.49435 2.23531 -0.31717  0.212
H: 4.01858 2.31253 -0.29541  0.236


Name the most stable of them. model x.


Model w:
C6H13P | wB97M-V/def2-TZVPD

For the lowest unoccupied orbital energy, the calculation gives 0.6 eV. As for the total charge: 0. As for the structure (SMILES): CP=C(C)C.C=C.

Last column: natural (NBO) charge in e.
Positions of all 20 atoms, in Å:
C: 1.82136 1.45090 -1.51874  -0.971
P: 0.33181 0.54693 -0.81085  0.591
C: 0.14039 1.13070 0.79904  -0.322
C: 1.14573 1.89768 1.51601  -0.676
C: -0.96923 0.67288 1.65268  -0.668
H: 1.90164 1.23194 -2.58694  0.249
H: 1.93245 2.44392 -1.02526  0.241
H: 2.74056 0.90596 -1.02941  0.229
H: 0.84971 2.98451 1.71401  0.231
H: 1.44135 1.25723 2.32018  0.227
H: 2.12463 2.12703 0.85126  0.203
H: -1.29377 1.48425 2.28128  0.224
H: -0.64789 -0.00633 2.43674  0.215
H: -1.60445 0.09877 0.96062  0.233
C: -1.41704 -3.54270 -0.91415  -0.400
C: -1.83947 -2.57464 -1.64182  -0.393
H: -0.96047 -3.42992 0.09895  0.199
H: -1.54032 -4.63350 -1.19869  0.191
H: -2.48711 -2.56118 -2.55091  0.200
H: -1.66989 -1.48444 -1.35399  0.199


Model x:
C6H13P | wB97M-V/def2-TZVPD

For the lowest unoccupied orbital energy, the calculation gives 0.6 eV. As for the total charge: 0. As for the structure (SMILES): C/C=P/C.C=CC.

Last column: natural (NBO) charge in e.
Positions of all 20 atoms, in Å:
C: -0.99584 2.04142 -1.74743  -0.672
C: -1.27917 1.40041 -0.36108  -0.578
P: -2.10666 -0.07771 -0.29440  0.650
C: -2.29586 -0.38629 1.51005  -0.963
H: -0.64099 1.28867 -2.40480  0.219
H: -0.14766 2.72921 -1.86571  0.218
H: -1.89159 2.58656 -2.22865  0.225
H: -0.96607 1.95023 0.51163  0.208
H: -1.94237 0.46498 2.18699  0.232
H: -1.66558 -1.27038 1.75853  0.231
H: -3.26189 -0.74503 1.73162  0.232
C: 2.18927 -0.02842 -0.52617  -0.409
C: 1.49813 -1.09877 -0.28175  -0.174
C: 1.78988 -2.05218 0.77279  -0.660
H: 3.05700 0.22304 0.02878  0.172
H: 2.02911 0.83558 -1.20397  0.200
H: 0.68840 -1.26744 -0.97448  0.202
H: 2.92811 -2.05790 0.90639  0.213
H: 1.44621 -3.03218 0.83380  0.225
H: 1.56758 -1.50378 1.64785  0.227


Name the most stable of them. model x.


Model w:
C6H8N2 | wB97M-V/def2-TZVPD

For the lowest unoccupied orbital energy, the calculation gives 0.9 eV. As for the total charge: 0. As for the structure (SMILES): [H]/N=C(/C#CC)N1CC1.

Last column: natural (NBO) charge in e.
Positions of all 16 atoms, in Å:
H: -0.48162 -3.41518 0.20903  0.338
N: 0.26521 -2.69747 0.51261  -0.559
C: -0.15694 -1.58888 0.17987  0.379
C: 0.91977 -0.54465 0.31498  -0.109
C: 1.63682 0.39165 0.38538  0.022
C: 2.28572 1.76108 0.58011  -0.703
N: -1.40153 -1.21828 -0.24621  -0.463
C: -1.53910 -0.26174 -1.34716  -0.254
C: -1.87915 0.18067 0.05832  -0.255
H: 2.14219 2.48519 -0.28718  0.244
H: 3.40203 1.81801 0.85258  0.243
H: 1.93320 2.22746 1.63086  0.241
H: -0.58275 0.19167 -1.82133  0.220
H: -2.43280 -0.39306 -2.08075  0.220
H: -2.94428 0.32250 0.28290  0.211
H: -1.16679 0.74102 0.77598  0.226


Model x:
C6H8N2 | wB97M-V/def2-TZVPD

For the lowest unoccupied orbital energy, the calculation gives 0.3 eV. As for the total charge: 0. As for the structure (SMILES): C=C/C=C1/C=NNC1.

Last column: natural (NBO) charge in e.
Positions of all 16 atoms, in Å:
C: -1.59499 -1.40135 0.54944  -0.423
C: -0.66585 -1.16351 1.53228  -0.221
C: 0.43249 -0.21530 1.52436  -0.297
C: 0.55297 0.37896 0.38025  0.021
C: 1.73876 1.32835 -0.09806  -0.037
N: 1.87865 1.23030 -1.42643  -0.195
N: 0.74031 0.66846 -1.99989  -0.425
C: -0.17224 0.28327 -1.06987  -0.282
H: -2.75971 -1.82484 0.58763  0.221
H: -1.66128 -0.84835 -0.47888  0.183
H: -0.88579 -1.81758 2.49462  0.217
H: 1.06210 0.04739 2.41174  0.240
H: 2.70226 1.30855 0.48126  0.212
H: 0.08180 1.52348 -2.50473  0.360
H: -0.61428 -0.66895 -1.28998  0.220
H: -0.83521 1.17113 -1.09375  0.205


Name the most stable of them. model w.